# 1
68
Properties=species:S:1:pos:R:3:forces:R:3 method="wB97M-V/def2-TZVPD" charge=+2 homo_ev="-13.818 / -13.817" lumo_ev="-7.6 / -7.8" relative_energy_kcal_mol=24.1 homo_lumo_gap_ev="6.21 / 6.06"
Ir -0.598661 -0.476330 0.931813 -0.3 -0.7 -0.4
Cl 1.103940 -2.491141 0.530136 0.3 0.0 0.3
C 1.182904 -2.929631 2.266857 0.0 0.0 -0.2
Cl 0.087924 -1.874180 3.187193 -0.2 -0.1 0.1
H 2.193729 -2.767330 2.618201 0.0 0.0 0.0
H 0.862613 -3.957661 2.381429 0.0 0.0 0.0
O -1.314897 1.410350 2.151806 -0.9 1.6 1.1
C -2.054156 0.797271 1.431461 1.6 -0.9 -0.3
C -3.467343 0.688359 1.050869 0.7 0.7 0.4
C -4.451057 1.532787 1.533992 -0.4 0.2 0.2
C -5.770501 1.273365 1.178912 0.2 0.0 0.1
C -6.066770 0.187049 0.365242 0.0 -0.2 -0.1
C -5.057177 -0.632514 -0.144872 -0.2 0.0 -0.1
C -3.744303 -0.360101 0.186928 0.3 -0.4 -0.2
P -2.286542 -1.298926 -0.383402 0.3 0.0 -0.3
C -2.080763 -1.080897 -2.147310 0.0 0.0 -0.1
C -0.948047 -1.649175 -2.739374 0.0 0.0 -0.1
C -0.753803 -1.537776 -4.105974 0.0 0.0 0.0
C -1.678822 -0.847538 -4.883100 0.0 0.0 0.0
C -2.791481 -0.264798 -4.295761 0.0 0.0 0.0
C -2.995047 -0.375187 -2.925743 0.0 0.0 0.0
C -2.643555 -3.029295 -0.053509 0.0 0.0 0.0
C -2.646728 -3.995560 -1.055013 0.0 -0.1 0.0
C -2.934339 -5.316543 -0.732973 0.0 0.1 0.0
C -3.215252 -5.669054 0.577307 0.0 0.0 0.1
C -3.216608 -4.703959 1.581336 0.0 0.0 0.0
C -2.928070 -3.387262 1.268422 0.0 0.0 0.0
H -4.193041 2.360116 2.182864 0.0 0.0 0.0
H -6.564333 1.909499 1.545118 0.0 0.0 0.0
H -7.099076 -0.028511 0.120940 0.0 0.0 0.0
H -5.299843 -1.465735 -0.793613 0.0 0.0 0.0
H -0.221648 -2.182798 -2.134834 0.0 0.0 0.0
H 0.114747 -1.989604 -4.566941 0.0 0.0 0.0
H -1.525210 -0.759528 -5.950608 0.0 0.0 0.0
H -3.507116 0.272937 -4.903428 0.0 0.0 0.0
H -3.861704 0.090934 -2.475559 0.0 0.0 0.0
H -2.437636 -3.726159 -2.081476 0.0 0.0 0.0
H -2.952489 -6.066779 -1.512114 0.0 0.0 0.0
H -3.443181 -6.698702 0.820400 0.0 0.0 0.0
H -3.453433 -4.979946 2.600491 0.0 0.0 0.0
H -2.935539 -2.634210 2.051114 -0.1 0.0 0.0
C 5.612640 1.879418 -0.425933 0.1 0.0 0.0
C 5.071929 1.628249 0.974899 -0.1 0.1 0.0
N 4.473662 2.807241 1.614601 0.2 -0.1 0.1
C 5.279896 3.521404 2.620079 0.0 0.0 -0.1
C 6.580878 4.072254 2.060023 0.0 0.0 0.0
C 3.252056 3.269892 1.314550 -0.2 0.1 0.0
O 2.723048 4.269312 1.769077 0.1 -0.1 -0.1
C 2.405084 2.481653 0.332920 0.0 0.0 0.0
C 2.207866 2.934441 -0.965217 0.0 0.0 -0.1
C 1.278756 2.303085 -1.776302 0.1 0.0 0.0
C 0.540863 1.257988 -1.262759 0.1 0.0 0.0
N 0.724811 0.825469 -0.003032 -1.3 0.1 -0.6
C 1.641749 1.424463 0.777560 -0.1 -0.3 0.2
H 6.240926 1.045259 -0.741009 0.0 0.0 0.0
H 6.219475 2.783847 -0.448021 0.0 0.0 0.0
H 4.809506 1.988586 -1.156847 0.0 0.0 0.0
H 5.884508 1.308131 1.625426 0.0 0.0 0.0
H 4.343524 0.815183 0.957552 0.0 -0.1 0.0
H 5.480998 2.827971 3.439456 0.0 0.0 0.0
H 4.664267 4.326917 3.007322 -0.1 0.0 0.0
H 7.275529 3.281856 1.770601 0.0 0.0 0.0
H 7.072570 4.677063 2.821435 0.0 0.0 0.0
H 6.394638 4.709979 1.194810 0.0 0.0 0.0
H 2.771406 3.784858 -1.329283 0.0 0.0 0.0
H 1.106448 2.629576 -2.792252 0.0 0.0 0.0
H -0.211296 0.748042 -1.847813 0.0 0.0 0.0
H 1.746596 1.052008 1.790906 -0.1 0.0 0.0



# 2
100
Properties=species:S:1:pos:R:3:forces:R:3 method="wB97M-V/def2-TZVPD" homo_ev=-11.531 lumo_ev=-0.2 relative_energy_kcal_mol=0.0 smiles="O=C1OC[C@@H](F)O1.O=C1OC[C@@H](F)O1.O=C1OC[C@@H](F)O1.O=C1OC[C@@H](F)O1.O=C1OC[C@@H](F)O1.O=C1OC[C@@H](F)O1.O=C1OC[C@@H](F)O1.O=C1OC[C@@H](F)O1.O=C1OC[C@@H](F)O1.O=C1OC[C@@H](F)O1" homo_lumo_gap_ev=11.33
O -3.795584 -0.341101 1.311641 -0.2 0.0 0.6
C -4.498256 -1.078460 0.705513 1.1 0.0 -0.9
O -4.698205 -0.940367 -0.623390 -0.6 -0.2 0.0
C -5.709629 -1.885754 -0.979240 -0.3 -0.2 -0.5
C -5.520160 -2.958198 0.071036 -0.5 0.4 -0.5
F -4.527375 -3.810308 -0.303497 0.0 -0.1 0.1
O -5.083341 -2.211028 1.175710 -0.1 0.1 0.2
H -6.682044 -1.389648 -0.945843 0.0 -0.2 0.3
H -5.607519 -2.301960 -1.980582 0.5 0.2 0.0
H -6.430755 -3.516708 0.272967 0.2 -0.1 0.4
O 1.803580 -6.455639 0.646413 -0.2 -0.1 0.0
C 2.088132 -5.310651 0.690965 0.0 0.2 0.0
O 1.763057 -4.377268 -0.227146 0.0 -0.1 -0.2
C 2.500346 -3.190765 0.014179 0.4 0.2 0.3
C 3.069481 -3.393422 1.428272 -0.5 0.2 -0.5
F 2.357846 -2.625523 2.316164 0.0 0.0 0.2
O 2.818816 -4.738163 1.688328 0.4 -0.1 0.2
H 3.286353 -3.078487 -0.733282 0.0 -0.1 0.0
H 1.852046 -2.320097 -0.017532 -0.1 -0.1 0.0
H 4.123199 -3.168111 1.560134 0.0 0.0 0.1
O -0.709271 -1.041053 -7.429196 -0.1 -0.2 -0.2
C -0.336662 -0.895563 -6.317900 -0.2 0.1 -0.1
O -0.783483 0.058094 -5.478762 0.6 0.3 0.1
C 0.025671 0.061674 -4.296958 -0.4 -0.3 0.3
C 0.787392 -1.253405 -4.396107 0.1 0.3 0.6
F 0.262513 -2.167991 -3.513955 0.0 -0.1 -0.3
O 0.584389 -1.694226 -5.702736 0.1 0.2 0.1
H 0.698140 0.913138 -4.208096 -0.1 0.1 -0.5
H -0.646822 0.062817 -3.443674 0.1 -0.1 0.1
H 1.847443 -1.156671 -4.175139 0.0 -0.2 -0.1
O -2.030206 -2.081158 -1.743693 -0.3 0.3 0.4
C -2.507177 -2.307815 -2.800376 0.1 -1.1 -0.3
O -2.750239 -3.545971 -3.302888 0.6 0.4 0.1
C -2.733554 -3.386873 -4.724083 -0.7 0.2 -0.1
C -3.379901 -2.017057 -4.859613 0.1 -0.7 0.0
F -4.738087 -2.071223 -4.694125 -0.1 -0.1 -0.1
O -2.846787 -1.370043 -3.727867 0.0 0.6 -0.2
H -1.707687 -3.309640 -5.091876 0.0 -0.3 0.0
H -3.286324 -4.199280 -5.182605 0.0 0.0 -0.1
H -3.166924 -1.522637 -5.803128 0.1 0.4 0.2
O 0.096549 4.808437 4.613637 -0.1 0.0 0.0
C 1.109900 4.351212 4.217129 0.1 -0.2 0.2
O 2.299988 4.411330 4.845231 0.1 0.4 -0.1
C 3.334381 3.994771 3.956155 -0.4 -0.5 0.0
C 2.564450 3.289625 2.831869 0.5 -0.1 0.4
F 2.657582 1.921783 2.950842 0.1 0.0 0.2
O 1.237909 3.648737 3.051931 0.0 0.3 -0.5
H 3.902740 4.840840 3.577166 0.0 0.1 0.1
H 3.963854 3.294434 4.498337 0.2 0.1 -0.1
H 2.930247 3.540451 1.839662 -0.3 0.0 -0.1
O 2.541565 0.430562 -0.075703 0.0 -0.3 -0.6
C 1.357494 0.446975 0.014174 0.2 0.6 0.7
O 0.705923 0.688858 1.164232 -0.1 -0.2 -0.7
C -0.686391 0.699792 0.888638 -0.9 1.0 0.5
C -0.814333 0.616993 -0.610601 -0.1 -0.4 0.0
F -1.119246 1.816088 -1.219793 0.0 0.3 0.2
O 0.485831 0.284174 -1.025964 0.0 -0.4 -0.1
H -1.206898 -0.092878 1.418872 0.2 -0.2 -0.1
H -1.126327 1.649148 1.204810 0.2 -0.1 0.2
H -1.588112 -0.080730 -0.927740 0.5 -0.2 -0.2
O -6.691075 3.625897 -4.096985 -0.3 -0.1 0.0
C -5.744175 3.048640 -3.696869 0.3 -0.1 0.0
O -4.985505 2.175855 -4.409414 -0.2 0.1 -0.1
C -3.845333 1.829853 -3.651805 1.0 0.1 0.6
C -3.867031 2.809928 -2.485609 -0.6 0.4 -0.3
F -3.186255 3.972859 -2.768121 0.3 -0.3 -0.1
O -5.228658 3.160705 -2.436452 0.2 0.1 0.3
H -3.876275 0.815208 -3.255219 -0.3 -0.1 -0.2
H -2.934581 1.954397 -4.237911 -0.1 0.0 -0.1
H -3.503006 2.444719 -1.531855 -0.2 -0.1 0.1
O -3.685686 0.280105 7.756813 0.0 0.1 0.1
C -3.860124 0.316551 6.591550 -0.3 -0.1 -0.3
O -5.059481 0.492675 5.975160 0.2 0.0 0.3
C -4.843709 0.558585 4.581736 0.0 0.1 -0.9
C -3.430782 -0.004792 4.386376 -1.3 1.2 -0.2
F -2.769403 0.812966 3.518034 0.4 -0.2 0.1
O -2.880309 0.140079 5.657989 0.4 -0.6 0.1
H -5.593085 0.013679 4.008656 -0.1 -0.2 0.4
H -4.870338 1.586837 4.213507 0.1 0.1 0.3
H -3.460544 -1.020334 3.997263 0.7 -0.1 0.1
O 7.525930 -2.109306 3.049181 0.1 -0.1 0.0
C 6.662823 -1.314724 3.173958 -0.2 -0.1 -0.4
O 6.785245 0.024368 3.039056 0.0 0.1 0.5
C 5.598115 0.589940 3.620389 0.0 0.2 0.0
C 4.593996 -0.472848 3.269376 -0.2 1.0 1.0
F 4.191877 -0.304914 1.976722 0.1 -0.5 -0.2
O 5.341117 -1.645396 3.424479 0.0 0.2 -0.3
H 5.715907 0.680059 4.703591 0.1 -0.2 0.0
H 5.359249 1.576172 3.237430 0.2 -0.1 -0.4
H 3.726285 -0.411982 3.922616 -0.1 -0.6 -0.1
O 6.052284 3.434707 1.973946 -0.1 0.2 0.3
C 6.044772 2.936302 0.898035 -0.4 0.1 -0.5
O 4.931681 2.610756 0.199835 -0.1 -0.4 0.4
C 5.316023 1.636480 -0.771606 0.5 0.0 -0.6
C 6.760124 2.052225 -1.052702 -0.4 -0.5 0.6
F 6.807093 2.978569 -2.047780 0.2 0.2 0.0
O 7.142803 2.623783 0.179141 0.3 0.1 -0.1
H 5.253989 0.624733 -0.371658 0.0 0.1 0.3
H 4.706366 1.683464 -1.668076 -0.2 0.3 0.1
H 7.460118 1.249134 -1.263686 0.0 0.0 -0.2



# 3
77
Properties=species:S:1:pos:R:3:forces:R:3 method="wB97M-V/def2-TZVPD" s2=0.757 charge=+2 homo_ev="-13.828 / -13.841" lumo_ev="-6.4 / -6.4" relative_energy_kcal_mol=19.3 multiplicity=2 homo_lumo_gap_ev="7.41 / 7.43"
V 2.288187 -1.662291 0.751415 -0.8 0.3 0.9
O 5.115834 -4.444969 0.901225 0.1 0.0 -0.1
C 4.440415 -3.615045 0.389961 -0.3 0.0 0.4
O 3.492199 -2.934384 1.117244 0.7 -0.5 -0.3
C 4.518035 -3.143238 -1.035718 0.0 -0.1 -0.1
C 4.754888 -1.618285 -1.013820 -0.1 0.0 0.0
C 5.272286 -1.118932 -2.347041 0.0 0.0 0.0
C 4.038489 -1.336448 -3.255192 0.0 0.0 0.0
C 2.978070 -1.802834 -2.265232 0.0 0.1 0.0
O 3.363169 -1.126090 -1.015508 0.0 0.1 -0.1
C 3.163684 -3.254130 -1.839023 0.0 0.0 0.1
C 1.973173 -3.701546 -0.978894 0.2 0.4 -0.2
O 1.650199 -4.829703 -0.799348 -0.1 0.0 0.0
O 1.303542 -2.632633 -0.418009 -0.1 -0.4 -0.3
H 5.324228 -3.683091 -1.524390 0.0 0.0 0.0
H 5.260145 -1.238745 -0.130548 0.0 0.0 0.0
H 6.151186 -1.675614 -2.666534 0.0 0.0 0.0
H 5.539105 -0.066854 -2.279550 0.0 0.0 0.0
H 4.203059 -2.090581 -4.023785 0.0 0.0 0.0
H 3.736007 -0.414771 -3.746884 0.0 0.0 0.0
H 1.960572 -1.537880 -2.516301 0.0 0.0 0.0
H 3.253163 -3.950344 -2.669153 0.0 0.0 0.0
C 1.147064 4.603490 4.941030 0.0 0.0 0.0
C -0.151815 4.143722 4.305005 0.0 0.0 0.0
C -1.262282 3.998113 5.329923 0.0 0.0 0.0
C -2.565638 3.636607 4.642410 0.0 0.0 0.0
C -2.393776 2.411343 3.789846 0.0 0.0 0.0
C -3.470329 1.598114 3.514077 0.0 0.0 0.0
C -3.305839 0.446155 2.752140 0.0 0.0 0.0
F -4.372777 -0.326390 2.522791 0.0 0.0 0.0
C -2.091481 0.081010 2.248203 0.0 0.0 0.0
C -0.979771 0.896840 2.495982 0.0 0.0 0.0
C 0.319442 0.511539 1.961387 0.0 0.0 0.0
O 0.420385 -0.484151 1.176348 -0.1 -0.1 -0.3
C 1.402886 1.299659 2.396768 -0.1 0.1 0.1
C 1.185998 2.438451 3.154079 0.0 0.0 0.0
N -0.000817 2.839187 3.570515 0.0 0.0 0.0
C -1.127000 2.054992 3.280044 0.0 0.1 0.0
C 2.803452 0.988912 2.087212 0.1 -0.3 -0.4
O 3.744066 1.688202 2.302737 0.0 0.1 0.1
O 2.950298 -0.242510 1.527639 0.4 0.3 0.4
H 0.925271 5.478404 5.549859 0.0 0.0 0.0
H 1.900176 4.906786 4.214935 0.0 0.0 0.0
H 1.565652 3.838200 5.597508 0.0 0.0 0.0
H -0.462082 4.870609 3.549088 0.0 0.0 0.0
H -1.364525 4.942470 5.862392 0.0 0.0 0.0
H -0.983600 3.236779 6.063954 0.0 0.0 0.0
H -2.890266 4.470292 4.012120 0.0 0.0 0.0
H -3.359335 3.464375 5.368398 0.0 0.0 0.0
H -4.451694 1.835357 3.906491 0.0 0.0 0.0
H -1.982560 -0.836167 1.690905 0.0 0.0 0.0
H 2.043347 3.038786 3.418901 0.0 0.0 0.0
O 0.950913 0.328130 -1.370102 0.6 0.2 0.2
N -0.028779 0.353064 -1.953291 -0.4 0.1 -0.4
C -3.906991 -2.522381 -2.701471 0.0 0.1 0.0
N -3.462518 -1.243461 -3.249253 -0.1 -0.1 0.0
C -2.527912 -0.436646 -2.753685 0.0 0.0 0.1
Se -1.548016 -0.753157 -1.166896 -0.1 -0.2 0.0
N -2.414352 0.638424 -3.539528 0.0 0.1 0.0
C -3.309368 0.532937 -4.601842 0.0 0.0 -0.1
C -3.576083 1.365813 -5.681487 0.0 0.0 0.0
C -4.559403 0.937191 -6.549280 0.0 0.0 0.0
C -5.248846 -0.270389 -6.352420 0.0 0.0 0.0
C -4.979875 -1.095449 -5.279738 0.0 0.0 0.0
C -3.986871 -0.661992 -4.408445 0.0 -0.1 0.0
H -3.197252 -2.861713 -1.952920 0.0 0.0 0.0
H -3.947289 -3.251748 -3.506799 0.0 0.0 0.0
H -4.892669 -2.411503 -2.254048 0.0 0.0 0.0
H -1.768766 1.395101 -3.379551 0.0 0.0 0.0
H -3.049336 2.298000 -5.834504 0.0 0.0 0.0
H -4.808879 1.549308 -7.405169 0.0 0.0 0.0
H -6.012014 -0.559670 -7.062064 0.0 0.0 0.0
H -5.514153 -2.023589 -5.129775 0.0 0.0 0.0
N 1.317674 -2.669014 2.370573 0.1 0.1 0.0
H 1.908583 -2.699990 3.197357 0.0 0.0 0.0
H 1.164658 -3.634504 2.088843 0.0 0.0 0.0
H 0.425432 -2.253505 2.607927 -0.1 0.0 0.0